Here is a structure of composition C35H33ClN4S2Si2V at a distorted geometry from the OMol25 dataset. Energies are from ωB97M-V with the def2-TZVPD basis set.

Its charge is +1. The expectation value of S² is 2.1972. Its spin multiplicity is 3. Its HOMO-LUMO gap (spin up / spin down) is 5.84 / 5.90 eV. The maximum force is 8.086 eV/A.

```
78
C35H33ClN4S2Si2V, DFT ωB97M-V with the def2-TZVPD basis set
C -1.22 -2.20 3.98
C -1.92 -1.10 3.43
C -2.13 -1.37 2.05
H -2.36 -0.27 3.97
C -1.57 -2.66 1.77
C -0.97 -3.16 2.95
H -0.54 -4.15 3.08
H -1.08 -2.36 5.05
H -2.74 -0.78 1.39
H -1.69 -3.24 0.86
V -0.06 -1.36 2.34
Si 1.13 2.93 0.05
C -0.02 3.96 -0.98
C 0.46 4.60 -2.13
H 1.51 4.51 -2.41
C -0.41 5.34 -2.94
H -0.04 5.82 -3.85
C -1.77 5.45 -2.60
H -2.45 6.02 -3.24
C -2.25 4.81 -1.45
H -3.31 4.89 -1.19
C -1.38 4.08 -0.63
H -1.76 3.61 0.27
C 0.70 1.12 -0.15
C -0.57 0.58 0.09
H -1.40 1.24 0.35
C -0.81 -0.80 -0.24
H -1.82 -1.16 -0.42
C 0.33 -1.72 0.04
H 0.21 -2.80 0.11
C 1.58 -1.17 -0.47
H 2.46 -1.79 -0.61
C 1.65 0.24 -0.73
H 2.54 0.66 -1.19
H 0.94 3.31 1.47
Si 0.23 -1.00 -1.73
C 0.26 -2.48 -2.92
C -0.63 -2.57 -4.00
H -1.42 -1.82 -4.12
C -0.48 -3.58 -4.96
H -1.15 -3.61 -5.82
C 0.54 -4.53 -4.83
H 0.66 -5.32 -5.58
C 1.41 -4.46 -3.74
H 2.21 -5.19 -3.63
C 1.28 -3.44 -2.79
H 1.99 -3.38 -1.96
C -0.27 0.33 -3.03
C -1.54 0.90 -3.04
H -2.32 0.54 -2.38
C -1.83 1.95 -3.92
H -2.81 2.41 -3.91
C -0.85 2.42 -4.80
H -1.06 3.26 -5.46
C 0.42 1.83 -4.81
H 1.18 2.17 -5.51
C 0.71 0.79 -3.92
H 1.70 0.33 -3.93
H 2.44 3.26 -0.31
Cl 2.41 -0.89 2.05
N -1.32 2.05 2.70
C -0.34 1.67 3.55
N 0.15 0.45 3.67
C 1.01 0.38 4.78
C 1.24 1.60 5.39
S 0.37 2.87 4.61
C 1.54 -0.90 5.14
C 2.44 -1.21 6.15
S 2.86 -2.88 6.13
C 1.84 -3.07 4.70
N 1.19 -1.98 4.35
N 1.83 -4.25 4.07
H -1.63 3.01 2.74
H -1.94 1.34 2.31
H 1.88 1.73 6.25
H 2.80 -0.49 6.86
H 2.36 -5.01 4.47
H 1.42 -4.33 3.15
```

Here is a structure of composition C35H33GeIrN3O7S3 at a distorted geometry from the OMol25 dataset. Energies are from ωB97M-V with the def2-TZVPD basis set.

Its charge is 0. The expectation value of S² is 0.8785. Its spin multiplicity is 2. Its HOMO-LUMO gap (spin up / spin down) is 6.80 / 7.61 eV. The maximum force is 5.098 eV/A.

```
83
C35H33GeIrN3O7S3, DFT ωB97M-V with the def2-TZVPD basis set
Ir 0.33 0.01 0.20
C 0.19 -3.84 -0.32
C -0.81 -3.09 0.48
N -0.99 -1.78 0.51
C -2.07 -1.52 1.31
C -2.57 -2.70 1.77
N -1.76 -3.67 1.24
C -3.72 -3.09 2.62
O -4.48 -2.11 3.07
O -3.92 -4.26 2.85
C -2.55 -0.11 1.41
O -3.63 0.11 1.97
O -1.82 0.75 0.83
H 0.89 -3.14 -0.76
H -0.32 -4.39 -1.12
H 0.73 -4.53 0.31
H -1.88 -4.65 1.44
H -4.20 -1.21 2.71
C 0.54 1.67 -0.81
Ge 1.77 1.95 -2.28
C 0.77 2.68 -3.83
C 0.97 4.00 -4.24
C 0.18 4.55 -5.24
C -0.82 3.79 -5.85
C -1.02 2.48 -5.44
C -0.23 1.93 -4.44
C 3.22 3.21 -1.84
C 4.18 3.45 -2.82
C 5.25 4.29 -2.57
C 5.38 4.90 -1.32
C 4.43 4.66 -0.34
C 3.35 3.82 -0.60
C 2.65 0.25 -2.71
C 2.38 -0.48 -3.86
C 2.92 -1.75 -4.03
C 3.74 -2.29 -3.05
C 4.06 -1.55 -1.92
C 3.51 -0.29 -1.75
H 0.00 2.55 -0.44
H 1.74 4.60 -3.78
H 0.33 5.58 -5.55
H -1.44 4.22 -6.62
H -1.80 1.88 -5.91
H -0.40 0.91 -4.12
H 4.08 2.96 -3.79
H 5.99 4.46 -3.34
H 6.21 5.56 -1.13
H 4.53 5.12 0.63
H 2.62 3.63 0.18
H 1.75 -0.06 -4.63
H 2.67 -2.32 -4.92
H 4.15 -3.29 -3.18
H 4.72 -1.96 -1.17
H 3.77 0.29 -0.87
C 7.42 -1.08 4.10
C 6.00 -1.20 3.63
C 5.63 -2.24 2.77
C 4.33 -2.33 2.30
C 3.39 -1.39 2.69
C 3.74 -0.36 3.55
C 5.04 -0.27 4.02
S 1.76 -1.49 2.03
O 1.12 -2.67 2.55
O 1.07 -0.21 2.34
O 1.95 -1.54 0.54
H 8.10 -1.67 3.49
H 7.52 -1.42 5.13
H 7.74 -0.04 4.08
H 6.36 -2.97 2.46
H 4.03 -3.13 1.63
H 2.99 0.36 3.85
H 5.32 0.53 4.69
S -0.43 -0.88 -2.23
C -2.05 -0.44 -2.07
N -2.49 0.77 -1.83
C -3.93 0.99 -1.82
C -4.57 -0.37 -1.60
S -3.36 -1.57 -2.27
H -1.84 1.43 -1.40
H -4.23 1.40 -2.78
H -4.20 1.69 -1.03
H -5.51 -0.49 -2.13
H -4.70 -0.60 -0.54
```

Here is a structure of composition C35H33N4O4W at a distorted geometry from the OMol25 dataset. Energies are from ωB97M-V with the def2-TZVPD basis set.

Its charge is +3. The expectation value of S² is 2.0669. Its spin multiplicity is 3. Its HOMO-LUMO gap (spin up / spin down) is 5.88 / 5.48 eV. The maximum force is 1.414 eV/A.

```
77
C35H33N4O4W, DFT ωB97M-V with the def2-TZVPD basis set
W -0.28 -0.32 -0.69
C -3.23 0.17 0.62
O -2.17 0.67 -0.25
C -2.19 2.04 -0.54
C -3.35 2.79 -0.59
C -3.24 4.12 -0.95
C -2.00 4.67 -1.27
C -0.85 3.90 -1.21
C -0.95 2.57 -0.82
N 0.17 1.67 -0.73
N 1.30 2.34 -0.70
C 2.48 1.80 -0.80
C 2.68 0.39 -1.01
O 1.62 -0.38 -1.00
C 3.93 -0.16 -1.25
C 5.01 0.69 -1.25
C 4.92 2.09 -1.01
C 6.08 2.88 -1.02
C 5.99 4.23 -0.79
C 4.74 4.80 -0.54
C 3.58 4.04 -0.52
C 3.66 2.68 -0.77
H -4.15 0.09 0.04
H -3.34 0.86 1.45
H -2.91 -0.81 0.97
H -4.32 2.36 -0.36
H -4.13 4.74 -1.00
H -1.93 5.71 -1.57
H 0.11 4.33 -1.46
H 4.03 -1.23 -1.42
H 6.00 0.27 -1.43
H 7.04 2.42 -1.21
H 6.87 4.85 -0.80
H 4.67 5.87 -0.35
H 2.63 4.51 -0.32
O 1.10 -2.94 0.12
N 0.13 -2.37 -0.39
C -0.87 0.73 -4.23
C -2.22 0.60 -3.83
C -2.59 -0.36 -2.92
C -1.63 -1.26 -2.38
C -0.30 -1.19 -2.86
C 0.06 -0.16 -3.77
C -1.98 -2.04 -1.21
C -1.15 -2.87 -0.41
C -1.63 -3.93 0.45
C -2.84 -4.56 0.08
C -3.34 -5.60 0.83
C -2.65 -6.01 1.97
C -1.46 -5.39 2.35
C -0.94 -4.36 1.59
H -0.59 1.51 -4.92
H -2.98 1.26 -4.24
H -3.62 -0.44 -2.59
H 0.37 -2.04 -2.73
H 1.08 -0.13 -4.13
H -3.04 -2.05 -0.98
H -3.35 -4.28 -0.83
H -4.25 -6.10 0.53
H -3.04 -6.83 2.56
H -0.94 -5.73 3.23
H -0.01 -3.90 1.88
C 0.67 -0.81 4.79
N -0.14 -0.86 3.55
C -1.52 -1.33 3.74
C 0.36 -0.53 2.39
C 1.80 -0.18 2.25
O -0.43 -0.45 1.36
H -0.02 -0.81 5.62
H 1.26 0.10 4.82
H 1.31 -1.69 4.86
H -1.48 -2.21 4.37
H -1.96 -1.59 2.78
H -2.10 -0.55 4.23
H 2.41 -0.64 3.02
H 1.92 0.90 2.31
H 2.16 -0.54 1.29
```

Here is a structure of composition C35H33N8O10S2Sc at a distorted geometry from the OMol25 dataset. Energies are from ωB97M-V with the def2-TZVPD basis set.

Its charge is 0. Its HOMO-LUMO gap is 6.79 eV. The maximum force is 1.348 eV/A.

```
89
C35H33N8O10S2Sc, DFT ωB97M-V with the def2-TZVPD basis set
Sc -0.07 -0.23 -0.41
C -1.72 1.16 -4.35
C -0.80 0.56 -3.34
N -0.98 0.78 -2.09
N -2.05 1.62 -1.77
C -2.80 1.21 -0.80
S -2.69 -0.33 0.00
S -4.03 2.39 -0.29
C -5.52 1.35 -0.32
C -5.97 1.03 -1.72
C -5.52 -0.12 -2.37
C -5.89 -0.38 -3.68
C -6.71 0.51 -4.37
C -7.17 1.65 -3.73
C -6.79 1.91 -2.41
C 0.30 -0.34 -3.76
C 0.93 -0.15 -4.99
C 1.95 -0.98 -5.42
C 2.35 -2.04 -4.61
C 1.74 -2.25 -3.39
C 0.73 -1.40 -2.93
O 0.16 -1.62 -1.74
H -2.75 0.89 -4.11
H -1.49 0.83 -5.36
H -1.68 2.25 -4.30
H -6.27 1.95 0.20
H -5.31 0.46 0.27
H -4.88 -0.82 -1.84
H -5.53 -1.28 -4.18
H -7.00 0.30 -5.39
H -7.81 2.35 -4.25
H -7.14 2.81 -1.92
H 0.62 0.68 -5.62
H 2.43 -0.80 -6.38
H 3.14 -2.70 -4.94
H 2.04 -3.07 -2.74
O 7.73 -1.37 -1.03
N 7.15 -1.79 -0.04
O 7.67 -2.46 0.83
C 5.73 -1.46 0.11
C 5.12 -0.66 -0.83
C 3.78 -0.36 -0.69
C 2.98 -0.84 0.40
O 1.75 -0.64 0.47
C 3.72 -1.58 1.38
C 5.03 -1.92 1.22
N 3.08 -2.03 2.63
O 3.47 -3.09 3.11
O 2.19 -1.36 3.10
N 3.20 0.53 -1.69
O 2.01 0.77 -1.65
O 3.94 1.01 -2.53
H 5.68 -0.27 -1.66
H 5.54 -2.52 1.96
C -1.21 -3.75 2.23
C -0.72 -3.07 0.98
N -0.57 -3.79 -0.13
O -0.46 -1.86 1.00
H -1.25 -4.83 2.13
H -2.21 -3.37 2.45
H -0.56 -3.47 3.05
H -0.86 -4.74 -0.19
H -0.33 -3.27 -0.97
C 2.42 1.53 4.77
N 2.02 1.97 3.43
N 0.80 1.64 2.88
C 0.87 1.76 1.52
O -0.09 1.46 0.75
C 2.17 2.26 1.24
C 2.85 2.32 2.43
C 4.28 2.63 2.69
C -0.37 1.42 3.68
C -0.70 2.36 4.65
C -1.85 2.18 5.40
C -2.67 1.09 5.16
C -2.34 0.17 4.17
C -1.17 0.32 3.43
H 1.58 1.06 5.25
H 2.75 2.37 5.37
H 3.22 0.80 4.70
H 2.54 2.51 0.26
H 4.74 3.02 1.79
H 4.82 1.73 3.00
H 4.39 3.37 3.49
H -0.07 3.23 4.81
H -2.11 2.90 6.16
H -3.58 0.96 5.73
H -2.98 -0.67 3.97
H -0.90 -0.39 2.68
```

Here is a structure of composition C35H34BrFeIN5O3P2S2Te from the OMol25 dataset. Energies are from ωB97M-V with the def2-TZVPD basis set.

Its charge is -1. Its HOMO-LUMO gap is 5.14 eV. The maximum force is 0.478 eV/A.

```
85
C35H34BrFeIN5O3P2S2Te, DFT ωB97M-V with the def2-TZVPD basis set
Fe -0.16 0.55 0.32
C -1.58 1.60 3.34
P -0.14 1.75 2.25
C 0.16 3.55 2.30
C 1.24 1.08 3.27
C 1.39 1.40 4.62
C 2.41 0.83 5.36
C 3.30 -0.06 4.77
C 3.17 -0.37 3.42
C 2.14 0.20 2.67
P 1.91 -0.12 0.88
C 2.41 -1.85 0.57
C 3.35 0.76 0.21
H -1.49 2.29 4.18
H -1.67 0.59 3.72
H -2.48 1.85 2.78
H 0.23 3.88 3.34
H -0.68 4.05 1.82
H 1.09 3.82 1.79
H 0.69 2.07 5.09
H 2.51 1.07 6.41
H 4.09 -0.51 5.35
H 3.86 -1.07 2.97
H 3.43 -2.04 0.91
H 2.36 -2.02 -0.50
H 1.74 -2.56 1.04
H 4.27 0.33 0.58
H 3.29 1.81 0.52
H 3.34 0.71 -0.88
N -0.24 2.44 -4.12
C -0.04 2.61 -3.00
Te 0.33 2.93 -1.01
C 2.07 4.12 -1.58
C 1.73 5.43 -1.90
C 2.71 6.37 -2.18
C 4.05 6.01 -2.12
C 4.40 4.70 -1.80
C 3.41 3.76 -1.53
H 0.69 5.73 -1.94
H 2.43 7.38 -2.45
H 4.82 6.74 -2.33
H 5.44 4.41 -1.76
H 3.70 2.75 -1.32
S -1.52 -2.72 3.30
C -2.87 -2.02 2.52
C -2.47 -1.06 1.66
N -1.10 -0.87 1.59
C -0.50 -1.69 2.43
H -3.88 -2.33 2.73
H -3.16 -0.45 1.09
H 0.56 -1.71 2.59
O 0.21 -8.64 -4.24
S 0.87 -7.85 -3.23
O 0.08 -7.57 -2.05
O 2.26 -8.22 -2.96
C 1.09 -6.23 -4.03
N 1.69 -6.21 -5.22
C 1.90 -5.02 -5.77
C 1.55 -3.83 -5.14
C 0.93 -3.96 -3.91
N 0.69 -5.15 -3.37
C 0.53 -2.81 -3.08
C 1.11 -1.55 -3.19
C 0.80 -0.57 -2.27
N -0.08 -0.75 -1.28
C -0.73 -1.92 -1.24
C -0.44 -2.97 -2.09
H 2.38 -5.01 -6.74
H 1.73 -2.88 -5.61
H 1.85 -1.34 -3.95
H 1.29 0.39 -2.31
H -1.49 -2.03 -0.48
H -0.93 -3.93 -1.97
Br -5.15 2.70 3.11
C -6.24 1.57 1.83
C -7.60 1.66 2.09
C -8.44 0.93 1.27
C -7.89 0.17 0.24
C -6.51 0.15 0.06
C -5.59 0.86 0.86
I -2.46 1.52 -0.42
H -7.99 2.27 2.89
H -9.51 0.96 1.42
H -8.53 -0.40 -0.42
H -6.12 -0.45 -0.77
```

Here is a structure of composition C35H34Cl2N7PdS at a distorted geometry from the OMol25 dataset. Energies are from ωB97M-V with the def2-TZVPD basis set.

Its charge is +3. The expectation value of S² is 6.0394. Its spin multiplicity is 5. Its HOMO-LUMO gap (spin up / spin down) is 7.30 / 4.24 eV. The maximum force is 1.835 eV/A.

```
80
C35H34Cl2N7PdS, DFT ωB97M-V with the def2-TZVPD basis set
Pd -0.27 -2.01 0.58
C 1.19 5.08 0.96
C 2.23 4.61 -0.02
C 3.21 5.47 -0.48
C 4.19 5.04 -1.36
C 4.20 3.72 -1.80
C 3.23 2.84 -1.35
C 2.24 3.28 -0.46
N 1.18 2.44 -0.05
C 1.17 1.09 0.10
N 2.41 0.54 0.31
C 2.80 -0.76 0.26
C 1.91 -1.84 0.00
C 2.49 -3.03 -0.38
C 3.89 -3.20 -0.38
C 4.74 -2.17 0.03
C 4.23 -0.94 0.35
C 5.14 0.19 0.71
N 0.07 0.41 0.10
C -1.14 1.11 -0.14
C -1.87 1.56 1.09
C -2.95 2.66 0.93
C -3.57 2.77 -0.48
C -3.07 1.75 -1.52
C -1.68 1.21 -1.36
C -0.97 0.68 -2.58
H 1.41 6.09 1.29
H 1.16 4.44 1.85
H 0.19 5.08 0.52
H 3.21 6.50 -0.14
H 4.95 5.73 -1.72
H 4.94 3.39 -2.52
H 3.20 1.83 -1.75
H 0.30 2.90 0.08
H 3.16 1.21 0.43
H 1.90 -3.86 -0.71
H 4.30 -4.16 -0.66
H 5.81 -2.33 0.06
H 6.14 -0.19 0.92
H 4.80 0.73 1.60
H 5.23 0.90 -0.12
H -1.18 1.76 1.91
H -2.79 3.59 1.45
H -3.78 3.77 -0.84
H -3.22 2.09 -2.54
H -1.67 0.38 -3.36
H -0.35 -0.18 -2.32
H -0.32 1.44 -3.01
Cl -0.59 -2.17 2.98
C -1.96 -3.33 3.10
Cl -2.57 -3.73 1.49
H -2.76 -2.86 3.67
H -1.61 -4.24 3.58
N -6.71 2.48 -1.23
C -6.16 2.15 -0.08
S -7.06 2.15 1.34
C -4.72 1.79 -0.04
C -4.21 0.74 -1.07
C -3.62 -0.51 -0.50
N -3.04 -0.60 0.62
C -3.00 0.54 1.50
C -4.05 1.66 1.35
H -7.69 2.74 -1.27
H -6.18 2.52 -2.09
H -4.92 0.50 -1.86
H -3.63 -1.39 -1.14
H -2.91 0.18 2.52
H -4.70 1.82 2.21
N 2.32 -9.17 -0.53
C 1.79 -8.18 -0.30
C 1.15 -6.93 -0.03
C 1.37 -6.27 1.18
C 0.80 -5.02 1.36
N 0.04 -4.43 0.44
C -0.22 -5.09 -0.69
C 0.31 -6.33 -0.97
H 1.99 -6.71 1.95
H 0.97 -4.47 2.28
H -0.88 -4.61 -1.40
H 0.10 -6.83 -1.91
```

> The highest maximum force belongs to which entry?

C35H33ClN4S2Si2V

> Which of these has the lowest maximum force?

C35H34BrFeIN5O3P2S2Te

Please write out number 4 again, unchanged.
Here is a structure of composition C35H33N8O10S2Sc at a distorted geometry from the OMol25 dataset. Energies are from ωB97M-V with the def2-TZVPD basis set.

Its charge is 0. Its HOMO-LUMO gap is 6.79 eV. The maximum force is 1.348 eV/A.

```
89
C35H33N8O10S2Sc, DFT ωB97M-V with the def2-TZVPD basis set
Sc -0.07 -0.23 -0.41
C -1.72 1.16 -4.35
C -0.80 0.56 -3.34
N -0.98 0.78 -2.09
N -2.05 1.62 -1.77
C -2.80 1.21 -0.80
S -2.69 -0.33 0.00
S -4.03 2.39 -0.29
C -5.52 1.35 -0.32
C -5.97 1.03 -1.72
C -5.52 -0.12 -2.37
C -5.89 -0.38 -3.68
C -6.71 0.51 -4.37
C -7.17 1.65 -3.73
C -6.79 1.91 -2.41
C 0.30 -0.34 -3.76
C 0.93 -0.15 -4.99
C 1.95 -0.98 -5.42
C 2.35 -2.04 -4.61
C 1.74 -2.25 -3.39
C 0.73 -1.40 -2.93
O 0.16 -1.62 -1.74
H -2.75 0.89 -4.11
H -1.49 0.83 -5.36
H -1.68 2.25 -4.30
H -6.27 1.95 0.20
H -5.31 0.46 0.27
H -4.88 -0.82 -1.84
H -5.53 -1.28 -4.18
H -7.00 0.30 -5.39
H -7.81 2.35 -4.25
H -7.14 2.81 -1.92
H 0.62 0.68 -5.62
H 2.43 -0.80 -6.38
H 3.14 -2.70 -4.94
H 2.04 -3.07 -2.74
O 7.73 -1.37 -1.03
N 7.15 -1.79 -0.04
O 7.67 -2.46 0.83
C 5.73 -1.46 0.11
C 5.12 -0.66 -0.83
C 3.78 -0.36 -0.69
C 2.98 -0.84 0.40
O 1.75 -0.64 0.47
C 3.72 -1.58 1.38
C 5.03 -1.92 1.22
N 3.08 -2.03 2.63
O 3.47 -3.09 3.11
O 2.19 -1.36 3.10
N 3.20 0.53 -1.69
O 2.01 0.77 -1.65
O 3.94 1.01 -2.53
H 5.68 -0.27 -1.66
H 5.54 -2.52 1.96
C -1.21 -3.75 2.23
C -0.72 -3.07 0.98
N -0.57 -3.79 -0.13
O -0.46 -1.86 1.00
H -1.25 -4.83 2.13
H -2.21 -3.37 2.45
H -0.56 -3.47 3.05
H -0.86 -4.74 -0.19
H -0.33 -3.27 -0.97
C 2.42 1.53 4.77
N 2.02 1.97 3.43
N 0.80 1.64 2.88
C 0.87 1.76 1.52
O -0.09 1.46 0.75
C 2.17 2.26 1.24
C 2.85 2.32 2.43
C 4.28 2.63 2.69
C -0.37 1.42 3.68
C -0.70 2.36 4.65
C -1.85 2.18 5.40
C -2.67 1.09 5.16
C -2.34 0.17 4.17
C -1.17 0.32 3.43
H 1.58 1.06 5.25
H 2.75 2.37 5.37
H 3.22 0.80 4.70
H 2.54 2.51 0.26
H 4.74 3.02 1.79
H 4.82 1.73 3.00
H 4.39 3.37 3.49
H -0.07 3.23 4.81
H -2.11 2.90 6.16
H -3.58 0.96 5.73
H -2.98 -0.67 3.97
H -0.90 -0.39 2.68
```

> What is the charge in the sixth record?

+3